[1]
Here is a 7-piece molecular cluster, C48H89F17N2O3 overall in a non-equilibrium geometry from OMol25. Energies are from the ωB97M-V functional and the def2-TZVPD basis.

```
159
C48H89F17N2O3 the ωB97M-V functional and the def2-TZVPD basis
O -2.99 -3.97 4.67
C -2.63 -2.91 4.37
N -2.09 -1.82 4.08
O -1.65 -1.91 2.71
C -1.94 -0.67 2.12
O -1.41 0.32 2.52
N -2.80 -0.65 1.03
C -3.71 -1.82 0.89
C -4.26 -1.81 -0.55
C -3.43 -2.68 -1.51
F -2.14 -2.33 -1.30
F -3.72 -2.30 -2.76
C -3.58 -4.21 -1.25
F -4.66 -4.38 -0.48
F -2.54 -4.61 -0.50
C -3.77 -5.14 -2.47
F -4.75 -4.67 -3.25
F -4.24 -6.30 -2.00
C -2.54 -5.37 -3.38
F -3.01 -6.03 -4.44
F -2.10 -4.21 -3.86
C -1.36 -6.21 -2.79
F -1.03 -7.12 -3.71
F -1.67 -6.88 -1.68
C -0.05 -5.41 -2.52
F -0.26 -4.25 -1.91
F 0.48 -5.15 -3.72
C 1.03 -6.19 -1.70
F 2.22 -5.76 -2.15
F 1.00 -7.50 -1.91
C 1.01 -5.90 -0.16
F 1.79 -4.87 0.12
F 1.55 -6.96 0.45
F -0.19 -5.74 0.33
H -3.32 0.21 1.09
H -3.19 -2.75 1.11
H -4.53 -1.67 1.60
H -5.33 -2.02 -0.63
H -4.12 -0.80 -0.93
C 1.48 -0.44 3.86
C 2.53 -0.02 2.84
C 3.96 -0.07 3.38
C 4.24 0.87 4.55
C 3.96 2.35 4.27
C 4.82 2.93 3.16
H 1.46 0.22 4.73
H 0.49 -0.42 3.41
H 1.66 -1.46 4.22
H 2.30 0.98 2.47
H 2.46 -0.69 1.98
H 4.65 0.15 2.56
H 4.19 -1.09 3.69
H 5.29 0.76 4.84
H 3.65 0.56 5.42
H 4.14 2.91 5.19
H 2.90 2.50 4.03
H 5.88 2.83 3.40
H 4.61 4.00 3.03
H 4.64 2.44 2.20
C 2.47 4.51 -2.86
C 1.45 4.72 -1.74
C 1.93 4.23 -0.38
C 2.22 2.73 -0.30
C 1.04 1.83 -0.66
C -0.15 2.00 0.28
H 2.69 3.46 -3.01
H 2.09 4.91 -3.80
H 3.41 5.03 -2.63
H 0.51 4.22 -2.01
H 1.22 5.78 -1.67
H 1.19 4.50 0.38
H 2.84 4.77 -0.11
H 2.55 2.50 0.72
H 3.07 2.48 -0.94
H 1.38 0.79 -0.61
H 0.73 2.00 -1.69
H 0.13 1.79 1.31
H -0.95 1.31 0.00
H -0.56 3.01 0.23
C -6.17 2.73 -5.25
C -7.08 2.72 -4.03
C -6.51 3.49 -2.84
C -5.19 2.96 -2.29
C -5.23 1.50 -1.84
C -6.20 1.25 -0.68
H -5.21 2.25 -5.05
H -6.64 2.20 -6.08
H -5.98 3.76 -5.58
H -7.29 1.68 -3.74
H -8.04 3.16 -4.30
H -7.26 3.52 -2.04
H -6.36 4.54 -3.14
H -4.89 3.58 -1.44
H -4.41 3.07 -3.04
H -4.22 1.22 -1.51
H -5.47 0.84 -2.68
H -5.94 1.87 0.18
H -6.16 0.21 -0.37
H -7.23 1.47 -0.97
C 5.25 1.36 9.73
C 5.82 2.78 9.67
C 5.95 3.32 8.25
C 6.90 2.53 7.34
C 8.33 2.40 7.85
C 9.05 3.75 8.00
H 5.89 0.64 9.22
H 5.14 1.04 10.77
H 4.26 1.32 9.26
H 6.79 2.80 10.18
H 5.16 3.44 10.24
H 6.27 4.36 8.30
H 4.96 3.33 7.78
H 6.92 3.01 6.36
H 6.49 1.53 7.17
H 8.89 1.78 7.15
H 8.35 1.88 8.81
H 9.07 4.27 7.04
H 10.07 3.60 8.33
H 8.56 4.39 8.73
C -1.73 7.07 0.12
C -1.88 8.58 0.29
C -2.43 9.28 -0.96
C -1.54 9.16 -2.20
C -0.12 9.69 -2.03
C -0.05 11.18 -1.72
H -1.02 6.83 -0.67
H -1.37 6.62 1.04
H -2.69 6.61 -0.14
H -0.92 9.01 0.58
H -2.56 8.77 1.12
H -2.59 10.34 -0.73
H -3.41 8.87 -1.19
H -2.03 9.71 -3.02
H -1.50 8.12 -2.52
H 0.43 9.51 -2.96
H 0.41 9.13 -1.26
H -0.54 11.77 -2.50
H 0.98 11.51 -1.64
H -0.54 11.41 -0.77
C 0.82 -9.14 -5.04
C -0.41 -9.33 -5.93
C -1.35 -10.42 -5.42
C -0.75 -11.82 -5.38
C -0.22 -12.34 -6.72
C -1.30 -12.46 -7.79
H 1.44 -10.04 -5.02
H 1.45 -8.33 -5.42
H 0.54 -8.89 -4.02
H -0.10 -9.53 -6.95
H -0.96 -8.38 -5.96
H -2.25 -10.42 -6.05
H -1.69 -10.15 -4.41
H -1.52 -12.51 -5.02
H 0.05 -11.85 -4.64
H 0.22 -13.32 -6.55
H 0.59 -11.69 -7.08
H -2.10 -13.13 -7.47
H -0.87 -12.87 -8.71
H -1.74 -11.49 -8.03
```

Calculated values
HOMO = -10.519 eV
E_LUMO = -0.29 eV
SMILES = O=C=NOC(=O)NCCC(F)(F)C(F)(F)C(F)(F)C(F)(F)C(F)(F)C(F)(F)C(F)(F)C(F)(F)F.CCCCCC.CCCCCC.CCCCCC.CCCCCC.CCCCCC.CCCCCC

[2]
Here is one molecule with the formula C4H10O2 in a non-equilibrium geometry from OMol25. Energies are from the ωB97M-V functional and the def2-TZVPD basis.

```
16
C4H10O2 the ωB97M-V functional and the def2-TZVPD basis
C -1.46 1.33 -0.69
O -0.90 0.49 0.31
C 0.48 0.18 0.21
C 0.92 -0.10 1.64
C 0.72 -1.10 -0.75
O -0.52 -1.60 -1.14
H -1.23 2.38 -0.48
H -1.10 1.05 -1.69
H -2.55 1.18 -0.65
H 1.06 0.79 -0.44
H 0.66 0.67 2.38
H 1.99 -0.29 1.68
H 0.40 -1.02 1.94
H 1.31 -0.91 -1.68
H 1.33 -1.82 -0.17
H -1.11 -1.22 -0.47
```

Calculated values
HOMO = -9.627 eV
E_LUMO = 1.03 eV
SMILES = CO[C@@H](C)CO
energy above the lowest of the compared OMol25 structures with the same formula, charge and spin = 170.8 kJ/mol

Number 1: total energy -106538.919 eV. Number 2: total energy -8403.776 eV.